Entry 1:
Density functional theory data (ωB97M-V/def2-TZVPD) for a cluster of 3 separate species, C25H48N7O5P3S in total.

The geometry in XYZ format:
```
89
Properties=species:S:1:pos:R:3:forces:R:3:mulliken_charge:R:1
N 5.19102 3.43584 -0.65729 0.117 0.654 -0.897 -0.627
C 5.13717 4.07217 -2.01714 -1.045 -3.165 -1.903 0.407
O 4.71034 3.31635 -2.94485 1.574 3.630 2.824 -0.534
C 5.63308 5.56946 -2.23259 -0.242 0.418 -0.175 -0.424
C 4.42719 6.66708 -2.17122 -0.913 -0.871 0.009 -0.871
C 3.22769 6.06928 -3.04745 -0.111 -0.130 -2.459 0.469
C 3.39148 5.77620 -4.43982 -1.564 0.196 3.303 -0.220
C 2.15380 5.12850 -5.24738 0.343 0.185 -1.180 0.115
O 1.95399 5.37257 -6.45620 0.578 -1.052 3.981 -0.541
C 1.24883 4.12382 -4.36703 -1.546 -1.815 1.924 0.419
C 0.58325 2.84724 -4.92375 -0.284 1.310 3.782 -0.607
C -0.23021 1.95501 -3.91842 1.260 2.348 0.932 -0.494
C -0.40626 2.27765 -2.41920 2.330 2.501 -2.041 -0.426
C 0.27167 3.56685 -1.85786 0.650 -0.230 -4.104 0.301
P 0.14939 4.00914 -0.01904 -0.524 -0.909 0.158 0.170
S -0.37931 2.46052 1.06252 0.025 0.131 -0.281 -0.347
C 1.06821 4.45170 -2.83932 -0.550 -1.471 -0.953 0.240
C 1.80768 5.79112 -2.33185 -0.524 0.545 0.172 0.046
O 1.31120 6.57034 -1.48527 1.759 -2.751 -2.404 -0.549
H 4.31220 2.90022 -0.54113 0.628 0.404 -0.334 0.315
H 5.92385 2.70108 -0.71172 -0.501 0.760 0.052 0.319
H 6.03944 5.63757 -3.30837 -0.409 -0.305 1.804 0.287
H 6.42064 5.88808 -1.45750 -1.123 -0.787 -1.242 0.369
H 4.02090 6.80456 -1.10312 0.793 -0.189 -1.608 0.322
H 4.80149 7.68858 -2.55807 -0.618 -1.770 0.550 0.335
H 4.39994 6.00762 -4.90685 -1.711 -0.370 0.206 0.271
H 0.68568 2.56468 -6.03347 -0.207 0.499 2.053 0.347
H -0.70297 1.00932 -4.34213 0.696 1.480 0.764 0.337
H -0.96393 1.63148 -1.66359 0.804 0.825 -1.386 0.327
H 1.42256 4.47938 0.49575 -0.849 0.198 -0.977 0.123
H -0.84330 5.05428 0.14970 1.098 -0.326 -0.514 0.132
C -4.46651 -2.27658 3.43022 -0.188 0.237 0.372 -0.808
N -3.98781 -1.51737 2.28671 0.986 -0.380 0.554 0.079
C -2.52758 -1.62840 2.21618 0.170 0.032 -0.577 -0.979
P -4.63853 -0.07086 1.59432 -3.860 -7.904 -0.353 0.899
O -4.15396 -0.46799 0.18832 1.845 4.130 0.539 -0.795
N -6.29993 -0.35002 1.19825 -1.018 0.623 -0.540 0.207
C -7.10633 -1.41038 1.77333 -0.048 0.267 0.631 -1.238
C -6.69085 -0.16935 -0.20036 0.373 0.146 -0.087 -1.021
N -5.17388 0.46149 3.20204 1.377 3.191 -1.120 -0.070
C -6.14998 1.57944 3.17521 -0.730 0.120 0.038 -1.018
C -4.04330 0.98265 4.00877 0.483 -0.360 0.439 -1.092
H -4.24210 -1.79987 4.39071 0.015 -0.016 0.184 0.289
H -4.00098 -3.26807 3.45057 0.213 0.206 -0.207 0.372
H -5.53121 -2.48231 3.40016 -0.042 0.290 -0.079 0.194
H -2.03776 -1.03081 2.99311 0.166 -0.124 0.143 0.263
H -2.14007 -1.28776 1.25163 -0.278 0.071 0.123 0.119
H -2.19811 -2.66632 2.32380 -0.165 0.053 0.093 0.449
H -6.74978 -2.40218 1.47077 -0.018 -0.076 0.075 0.308
H -8.15390 -1.32356 1.46484 0.159 0.129 -0.230 0.445
H -7.14169 -1.33817 2.86161 0.216 -0.116 0.008 0.335
H -6.42434 -1.04143 -0.80919 0.020 0.076 -0.111 0.300
H -6.21531 0.71588 -0.62725 0.068 -0.227 -0.012 0.323
H -7.77045 -0.00910 -0.28988 0.015 -0.086 0.286 0.312
H -5.76548 2.42849 2.60078 -0.092 0.081 0.170 0.362
H -6.37730 1.91955 4.19054 0.376 -0.100 0.005 0.397
H -7.11037 1.28805 2.75137 0.308 -0.182 -0.164 0.297
H -3.52570 1.79619 3.49063 -0.047 0.088 0.215 0.412
H -3.30782 0.21075 4.23395 -0.069 -0.125 -0.236 0.237
H -4.38985 1.34905 4.97916 -0.155 -0.013 -0.215 0.397
C 0.77938 -4.76870 -0.94228 0.348 -0.116 -0.301 -0.790
N 1.01413 -3.78949 0.10622 -0.691 0.565 -0.772 0.102
C 0.19116 -2.60482 -0.15389 -0.153 0.258 0.553 -1.157
P 2.46408 -3.48458 1.00142 -4.878 -7.279 0.882 0.873
O 1.67244 -3.04313 2.24494 2.719 3.540 -0.848 -0.770
N 2.98135 -4.96179 1.73907 0.914 -0.421 0.753 0.231
C 2.56137 -6.28019 1.30182 0.343 -0.015 -0.596 -1.236
C 3.10911 -4.96933 3.19708 -0.078 0.408 0.031 -1.019
N 3.44338 -3.92140 -0.41510 1.826 2.987 0.926 -0.054
C 4.87557 -4.16321 -0.10898 0.460 -0.560 0.123 -1.002
C 3.46254 -2.83256 -1.42195 -0.482 0.105 -0.544 -1.124
H 1.22989 -4.49169 -1.90180 0.015 -0.023 -0.183 0.279
H -0.29537 -4.88793 -1.11790 0.042 0.316 0.170 0.378
H 1.12060 -5.76673 -0.68887 0.259 0.126 0.103 0.194
H 0.58594 -2.01219 -0.98732 -0.139 0.053 -0.200 0.239
H 0.13942 -1.94555 0.71771 0.204 -0.203 -0.053 0.305
H -0.84258 -2.87743 -0.38698 0.150 -0.140 -0.042 0.449
H 1.48932 -6.44096 1.46653 -0.041 -0.067 -0.072 0.305
H 3.10333 -7.06695 1.83780 -0.006 0.241 0.193 0.449
H 2.81153 -6.45049 0.25334 -0.204 0.120 -0.065 0.335
H 2.13588 -5.09417 3.68624 0.043 0.076 0.106 0.301
H 3.56548 -4.04385 3.55365 -0.232 -0.060 -0.014 0.328
H 3.76410 -5.78100 3.53069 -0.038 -0.077 -0.291 0.312
H 5.31971 -3.30931 0.41296 0.145 -0.064 -0.132 0.362
H 5.44281 -4.34402 -1.02759 -0.269 0.264 -0.095 0.394
H 5.03008 -5.05299 0.50026 -0.334 0.197 0.080 0.289
H 3.81958 -1.89363 -0.98682 0.148 -0.026 -0.196 0.418
H 2.47658 -2.64801 -1.84776 -0.115 -0.085 0.237 0.232
H 4.10340 -3.09262 -2.26906 0.032 -0.090 0.242 0.390
```
Positions in Å, forces in eV/Å.

Summary:
HOMO level   -7.9 eV
Charge   0
SMILES   NC(=O)CCC1=CC(=O)c2cccc([PH2]=S)c2C1=O.CN(C)P(=O)(N(C)C)N(C)C.CN(C)P(=O)(N(C)C)N(C)C
LUMO level   -0.05438 Eh
Strongest force on any atom   8.8 eV/A

---

Entry 2:
Density functional theory data (ωB97M-V/def2-TZVPD) for a cluster of 10 separate species, C25H48N8O5 in total.

The geometry in XYZ format:
```
86
Properties=species:S:1:pos:R:3:forces:R:3:mulliken_charge:R:1
C -6.19577 -0.52296 2.76746 0.058 0.018 -0.030 -1.038
N -4.99427 -0.83263 3.53182 -0.816 0.401 -0.490 0.101
C -5.15253 -1.84042 4.57377 0.380 0.599 -0.335 -0.893
C -3.82857 -0.25307 3.22482 0.786 -1.038 0.528 0.209
O -2.76542 -0.59143 3.73302 -0.171 0.649 -0.172 -0.672
H -6.63350 -1.41281 2.31114 -0.102 -0.220 0.489 0.338
H -5.99251 0.07087 1.87681 0.312 0.357 0.335 0.322
H -6.88183 -0.01583 3.44663 -0.376 -0.051 -0.332 0.355
H -5.07916 -2.80968 4.08019 -0.278 -0.282 0.479 0.275
H -4.38896 -1.73674 5.33975 0.263 -0.037 -0.232 0.284
H -6.10583 -1.64775 5.06410 -0.169 -0.405 -0.168 0.363
H -3.91169 0.50786 2.43685 -0.005 0.100 -0.045 0.418
C -0.83186 -0.38651 1.41931 -0.336 -0.340 0.225 -1.245
N 0.13876 -0.20453 0.35755 -0.718 -0.013 -0.420 0.591
C -0.13234 -0.98023 -0.85044 0.709 0.359 1.155 -0.833
C 1.19086 0.62002 0.44414 -0.138 -0.630 0.148 -0.039
O 1.91986 0.87033 -0.51219 0.251 0.367 0.099 -0.525
H -1.82694 -0.01891 1.14865 0.043 0.012 -0.403 0.273
H -0.62455 0.10642 2.36325 0.633 0.024 -0.143 0.403
H -0.94384 -1.45313 1.62104 0.044 -0.008 0.119 0.065
H -0.32565 -2.01836 -0.57830 0.708 1.506 0.639 0.044
H -1.02725 -0.65938 -1.38676 0.066 0.459 0.170 0.284
H 0.74267 -0.97597 -1.49324 0.031 0.239 -0.168 0.320
H 1.33159 0.94799 1.48377 0.248 0.436 -0.252 0.485
C 2.12132 4.21199 -1.88346 0.692 0.250 -0.343 -0.734
N 3.01415 4.85198 -0.91919 -0.965 -0.374 -0.127 0.107
C 3.26203 6.25154 -1.15896 0.032 0.491 1.036 -1.038
C 3.62917 4.11369 0.04907 -0.717 0.480 -0.693 0.084
O 4.41632 4.56007 0.84477 0.519 -0.040 0.427 -0.646
H 1.58173 3.32703 -1.54998 0.452 -0.080 0.500 0.007
H 2.76909 3.95320 -2.72931 -0.567 -0.162 -0.388 0.311
H 1.36019 4.92777 -2.19437 0.114 0.081 -0.108 0.355
H 3.68712 6.68592 -0.25239 0.374 -0.171 -0.155 0.357
H 3.91468 6.45013 -2.00974 0.038 -0.111 -0.057 0.321
H 2.32583 6.80180 -1.27749 -0.106 -0.232 -0.321 0.338
H 3.27746 3.07390 -0.00872 0.139 -0.212 0.286 0.457
C 6.51554 0.80485 1.09267 -0.325 0.541 -0.797 -0.896
C 6.39155 0.38876 -0.37490 -0.284 0.034 0.447 0.488
C 5.30437 1.06636 -1.20881 0.723 -0.112 0.460 -0.164
O 7.08707 -0.50306 -0.79336 0.029 0.025 -0.417 -0.575
H 5.94053 1.70967 1.29817 -0.052 -0.098 0.092 0.216
H 7.56379 1.02062 1.28646 0.045 -0.254 0.193 0.346
H 6.14268 -0.01675 1.70019 0.162 -0.015 0.143 0.259
H 5.38447 2.14885 -1.10133 -0.079 0.019 0.085 0.280
H 4.34949 0.74438 -0.78756 -0.165 0.115 -0.187 -0.058
H 5.40784 0.80861 -2.25799 -0.034 -0.176 0.026 0.098
C -4.72179 -3.96419 -0.96557 -0.213 0.025 -0.737 -1.420
C -4.47896 -2.89961 0.05845 -0.865 -0.669 0.755 0.833
C -3.62803 -3.25694 1.27000 -0.237 1.158 -1.185 0.628
O -5.12852 -1.87654 0.02460 0.414 0.395 -0.079 -0.567
H -5.16666 -3.51067 -1.85373 0.372 0.048 -0.113 0.328
H -5.52181 -4.62821 -0.62462 0.244 -0.086 0.404 0.380
H -3.83574 -4.55519 -1.19002 -0.026 -0.031 -0.045 0.338
H -2.62649 -2.87099 1.06476 0.112 -0.305 0.120 -0.358
H -3.61340 -4.33361 1.39322 0.073 -0.003 0.450 0.470
H -4.05095 -2.62867 2.05188 0.183 -0.575 0.437 -0.617
C 3.29715 -0.28394 -4.08605 -0.667 -0.719 0.311 0.568
C 3.00773 -1.69588 -4.10279 0.817 -1.113 -0.184 0.228
N 2.77537 -2.81764 -4.13733 -0.263 -0.211 0.073 -0.489
H 4.33416 -0.05106 -3.87210 0.033 -0.130 -0.175 0.254
H 2.67263 -0.02247 -3.22546 0.154 1.079 -0.347 -0.787
H 2.96478 0.02018 -5.08028 -0.017 0.881 0.365 0.340
C -1.98039 3.07925 3.79044 -0.162 0.430 -0.576 -0.898
C -0.62766 2.62469 3.51320 -0.387 -0.479 -0.322 0.582
N 0.43371 2.27780 3.25854 0.246 0.058 0.072 -0.470
H -2.57620 3.21174 2.88268 0.491 0.073 -0.263 0.266
H -1.82903 4.07472 4.21150 -0.650 -0.186 0.503 0.344
H -2.58289 2.36347 4.34465 0.446 0.157 0.667 0.216
C 1.00360 -4.12446 1.14566 1.413 0.282 0.612 -0.586
C 1.68518 -3.14363 2.00246 -0.486 -0.130 0.120 0.423
N 2.23478 -2.38902 2.66748 0.105 0.207 0.076 -0.501
H 1.04319 -3.70000 0.14594 -0.459 -0.433 -0.048 0.122
H 0.02441 -4.39230 1.52766 -0.138 0.260 -0.285 0.195
H 1.65491 -4.99858 1.20694 -0.211 -0.190 -0.333 0.400
C -1.69337 -2.34054 -3.22564 1.034 -0.721 0.495 -0.858
C -1.31203 -2.99881 -1.95460 -1.332 -0.411 -1.539 0.469
N -1.06699 -3.53785 -0.97719 -0.659 -1.402 -0.201 -0.509
H -1.48879 -1.27344 -3.22810 -0.325 -0.145 0.139 0.111
H -2.72736 -2.58374 -3.44440 -0.042 0.095 -0.168 0.346
H -1.00048 -2.76473 -3.95562 -0.344 0.000 -0.319 0.346
C 0.46316 1.56210 -3.45641 -1.008 1.160 -0.414 -0.259
C -0.13221 0.65661 -4.44333 0.862 0.545 0.490 0.189
N -0.63058 -0.00320 -5.23338 -0.232 -0.400 -0.323 -0.511
H -0.04795 1.44157 -2.50445 0.444 -0.252 0.214 0.216
H 0.20460 2.57834 -3.77754 -0.177 -0.066 -0.082 0.424
H 1.54123 1.61099 -3.38838 0.008 -0.700 0.136 0.014
```
Positions in Å, forces in eV/Å.

Summary:
Relative energy (zero: lowest compared OMol25 entry of this formula, charge and spin)   0.0 kJ/mol
HOMO level   -9.0 eV
Charge   0
SMILES   CN(C)C=O.CN(C)C=O.CN(C)C=O.CC(C)=O.CC(C)=O.CC#N.CC#N.CC#N.CC#N.CC#N
LUMO level   0.00640 Eh
Strongest force on any atom   2.1 eV/A

---

Question: charge of number 2 (C25H48N8O5)?
Answer: 0

---

Question: The lowest LUMO level belongs to which entry?
Answer: C25H48N7O5P3S